[1]
An isolated ion of composition C19H27IN2O and charge +2, computed with the ωB97M-V functional and the def2-TZVPD basis.

Output
max |F|: 6.3 eV/Å
E: -1221.68524 a.u.
molecular weight: 426.34 g/mol
orbital gap: 6.545 eV

```
! RIJCOSX wB97M-V def2-TZVPD def2/J DEFGRID3
* xyz 2 1
C -6.225 -1.614 -0.553
C -7.334 -0.874 0.343
I -8.552 0.317 -1.062
C -6.753 -0.005 1.568
N -5.250 0.012 1.654
C -4.473 -1.095 2.206
C -2.919 -1.102 2.255
C -2.163 0.156 1.677
C -0.581 0.268 1.620
C 0.331 0.942 2.677
C 1.871 0.923 2.464
N 2.519 0.306 1.307
O 3.857 0.327 1.274
C 4.358 0.852 -0.020
C 4.855 -0.332 -0.987
C 6.415 -0.633 -0.651
C 4.614 -0.078 -2.552
C 5.551 1.057 -3.210
C 3.095 0.245 -2.961
C 1.670 -0.321 0.318
C 0.124 -0.380 0.377
C -3.046 1.324 1.143
C -4.602 1.217 1.146
H -5.880 -2.590 -0.045
H -5.271 -0.998 -0.731
H -6.665 -1.922 -1.568
H -8.022 -1.696 0.769
H -7.246 -0.383 2.533
H -7.082 1.099 1.470
H -5.106 -1.982 2.583
H -2.316 -1.994 2.669
H -0.132 1.418 3.618
H 2.560 1.405 3.244
H 3.634 1.597 -0.493
H 5.303 1.461 0.259
H 4.285 -1.286 -0.655
H 6.854 -1.457 -1.320
H 7.035 0.335 -0.694
H 6.471 -1.054 0.426
H 4.887 -1.070 -3.084
H 6.015 0.618 -4.175
H 6.340 1.498 -2.516
H 4.853 1.900 -3.578
H 2.680 1.109 -2.339
H 2.471 -0.715 -2.780
H 2.968 0.537 -4.072
H 2.180 -0.823 -0.570
H -0.482 -0.875 -0.448
H -2.495 2.252 0.750
H -5.200 2.102 0.718
*
```

---

[2]
A 2-piece molecular cluster, C6H10Si overall, computed with the ωB97M-V functional and the def2-TZVPD basis.

Output
max |F|: 4.7 eV/Å
ΔE to the lowest compared entry with this formula, charge and spin: 114.6 kcal/mol
E: -523.84927 a.u.
molecular weight: 110.23 g/mol
orbital gap (alpha / beta): 6.290 / 6.292 eV

```
! RIJCOSX wB97M-V def2-TZVPD def2/J DEFGRID3
* xyz 0 1
C -3.008 0.475 0.885
C -3.013 -0.694 0.982
C 0.472 1.352 -0.491
C 0.517 -0.163 -0.844
C 1.039 1.812 0.817
C 1.950 -0.670 -1.070
Si 3.018 -0.147 0.487
H -3.276 1.408 0.803
H -2.748 -1.628 1.074
H 0.979 1.937 -1.415
H -0.602 1.498 -0.611
H 0.067 -0.667 0.019
H -0.034 -0.598 -1.759
H 1.616 2.687 1.004
H 0.473 1.333 1.586
H 1.969 -1.792 -1.125
H 2.340 -0.344 -2.021
*
```